Record 1
# C52H78O39

A 13-piece molecular cluster, C52H78O39 overall in a non-equilibrium geometry (ωB97M-V/def2-TZVPD, the OMol25 dataset).

```
169
Properties=species:S:1:pos:R:3:mulliken_charge:R:1
C 2.426 3.260 1.826 -1.381
C 1.640 3.755 3.009 0.678
C 1.234 2.698 4.048 0.963
O 1.695 3.225 5.302 -0.436
C 2.329 4.405 5.106 0.513
O 2.765 5.095 5.968 -0.579
O 2.418 4.680 3.787 -0.443
H 2.620 4.107 1.170 0.480
H 1.878 2.457 1.325 -0.079
H 3.371 2.790 2.109 0.428
H 0.764 4.319 2.682 0.250
H 1.731 1.743 3.881 -0.209
H 0.160 2.557 4.147 -0.253
C -0.045 3.684 -4.098 -0.853
C -0.509 4.786 -3.180 0.140
C -1.854 4.496 -2.494 -0.164
O -1.536 4.449 -1.100 -0.339
C -0.247 4.805 -0.892 0.667
O 0.258 4.960 0.169 -0.500
O 0.399 4.923 -2.075 -0.317
H -0.718 3.585 -4.953 0.420
H -0.016 2.734 -3.563 -0.030
H 0.958 3.864 -4.485 0.327
H -0.466 5.744 -3.697 0.425
H -2.266 3.517 -2.733 -0.045
H -2.565 5.300 -2.674 0.370
C -3.110 -2.143 2.681 -0.677
C -4.451 -2.477 3.295 0.443
C -4.699 -3.953 3.571 -0.356
O -5.442 -3.943 4.789 -0.409
C -5.312 -2.728 5.378 0.477
O -5.780 -2.444 6.428 -0.530
O -4.566 -1.899 4.608 -0.037
H -3.122 -2.548 1.669 0.207
H -2.320 -2.437 3.372 0.583
H -3.028 -1.061 2.567 -0.398
H -5.270 -2.083 2.685 0.086
H -3.782 -4.528 3.722 0.282
H -5.257 -4.406 2.753 0.326
C 2.258 -0.613 6.494 -1.521
C 0.829 -0.123 6.648 1.571
C -0.272 -1.133 6.357 0.518
O -1.165 -1.026 7.469 -0.413
C -0.633 -0.208 8.407 0.497
O -1.149 0.046 9.446 -0.558
O 0.586 0.229 8.025 -0.449
H 2.915 0.256 6.479 0.338
H 2.359 -1.211 5.590 0.176
H 2.525 -1.194 7.378 0.454
H 0.697 0.792 6.067 -0.531
H 0.071 -2.169 6.379 0.032
H -0.715 -0.971 5.376 -0.117
C 3.211 -2.667 1.823 -1.495
C 1.821 -3.201 2.044 2.058
C 1.762 -4.735 1.900 -0.002
O 1.064 -5.156 3.062 -0.417
C 0.835 -4.114 3.883 0.479
O 0.248 -4.183 4.909 -0.537
O 1.457 -3.004 3.419 -0.297
H 3.357 -1.610 2.055 0.112
H 3.517 -2.710 0.772 0.129
H 3.952 -3.207 2.415 0.608
H 1.080 -2.720 1.406 -0.920
H 2.747 -5.199 1.872 0.273
H 1.218 -5.005 0.995 0.094
C -0.913 1.443 -0.812 -0.025
C -0.518 0.126 -0.181 2.618
C 0.988 -0.138 -0.086 1.591
O 1.252 -0.105 1.315 -0.288
C 0.088 -0.056 1.997 -0.562
O 0.018 -0.024 3.183 0.209
O -0.963 -0.028 1.154 -0.236
H -0.489 2.273 -0.232 -0.053
H -1.990 1.601 -0.740 -0.004
H -0.504 1.489 -1.818 -0.415
H -0.883 -0.672 -0.831 -1.561
H 1.640 0.505 -0.674 -0.408
H 1.203 -1.146 -0.447 -1.234
C -4.971 -1.270 -1.148 -1.452
C -5.100 0.127 -0.573 1.091
C -6.557 0.636 -0.425 -0.490
O -6.668 1.050 0.924 -0.386
C -5.524 0.771 1.594 0.263
O -5.290 1.058 2.722 -0.419
O -4.704 0.030 0.809 -0.003
H -4.027 -1.721 -0.849 0.089
H -5.170 -1.303 -2.220 0.230
H -5.763 -1.868 -0.688 0.636
H -4.466 0.881 -1.044 -0.152
H -7.265 -0.165 -0.636 0.317
H -6.728 1.464 -1.112 0.348
C -2.631 1.457 4.786 -0.753
C -3.882 1.754 5.544 0.586
C -4.229 0.750 6.666 0.270
O -4.470 1.564 7.807 -0.440
C -4.081 2.835 7.561 0.572
O -4.091 3.709 8.361 -0.563
O -3.750 2.985 6.266 -0.457
H -1.759 1.444 5.448 0.215
H -2.436 2.230 4.039 0.416
H -2.658 0.501 4.265 -0.220
H -4.727 1.862 4.868 0.263
H -3.378 0.090 6.856 -0.086
H -5.081 0.121 6.429 0.157
C -2.710 0.230 -3.597 -0.241
C -2.258 -0.899 -4.496 1.556
C -3.345 -1.669 -5.235 -0.281
O -3.362 -1.072 -6.539 -0.384
C -2.236 -0.347 -6.724 0.436
O -1.931 0.157 -7.755 -0.552
O -1.506 -0.312 -5.600 -0.028
H -3.649 0.653 -3.972 0.622
H -1.995 1.027 -3.426 -0.525
H -2.958 -0.202 -2.620 -0.253
H -1.576 -1.544 -3.944 -1.118
H -4.320 -1.570 -4.763 0.306
H -3.103 -2.720 -5.383 0.299
C 5.433 -2.817 -5.645 -1.495
C 5.699 -1.982 -4.424 0.318
C 5.310 -0.492 -4.542 -0.396
O 4.430 -0.290 -3.439 0.363
C 4.266 -1.419 -2.708 -0.039
O 3.662 -1.464 -1.689 -0.235
O 4.888 -2.442 -3.326 -0.373
H 5.726 -3.849 -5.435 0.431
H 6.147 -2.527 -6.419 0.398
H 4.388 -2.783 -5.939 0.244
H 6.732 -2.090 -4.095 0.342
H 4.776 -0.270 -5.464 0.089
H 6.175 0.153 -4.406 0.361
C 2.585 1.760 -6.531 -1.288
C 1.448 0.901 -6.103 0.429
C 1.528 -0.611 -6.422 -0.784
O 1.271 -1.244 -5.172 -0.413
C 1.086 -0.325 -4.201 -0.186
O 0.858 -0.569 -3.058 0.771
O 1.274 0.911 -4.679 0.080
H 2.396 2.800 -6.259 0.298
H 2.679 1.743 -7.616 0.427
H 3.503 1.471 -6.018 0.086
H 0.495 1.230 -6.527 0.220
H 2.529 -0.862 -6.787 0.434
H 0.806 -0.925 -7.171 0.337
C 2.084 -4.846 -2.069 -1.690
C 1.059 -3.800 -2.402 2.004
C -0.054 -4.237 -3.368 -0.180
O -1.255 -3.765 -2.751 -0.337
C -0.996 -3.378 -1.483 0.091
O -1.813 -3.003 -0.703 -0.369
O 0.315 -3.498 -1.202 -0.027
H 2.709 -5.083 -2.932 0.396
H 1.575 -5.738 -1.701 0.517
H 2.790 -4.489 -1.318 0.212
H 1.493 -2.867 -2.761 -1.193
H -0.070 -5.329 -3.414 0.379
H 0.069 -3.826 -4.365 0.182
C 3.246 2.776 -1.959 -0.098
C 4.721 2.643 -1.712 0.593
C 5.585 3.018 -2.948 0.113
O 6.510 3.971 -2.459 -0.407
C 6.105 4.423 -1.240 0.484
O 6.540 5.384 -0.705 -0.513
O 5.148 3.612 -0.750 -0.365
H 2.937 3.647 -2.537 0.603
H 2.720 2.809 -1.002 -0.628
H 2.886 1.892 -2.498 -0.151
H 5.009 1.647 -1.382 0.210
H 4.994 3.417 -3.772 0.176
H 6.169 2.164 -3.292 -0.032
```

Output
* net charge: 0
* electronic energy: -135046.5424 eV
* Kohn-Sham gap: 8.85 eV
* E_HOMO: -9.6 eV
* LUMO: -0.741 eV
* F_max: 0.0331 hartree/bohr

***

Record 2
# C52H87AlClF2N4O25PS2V

C52H87AlClF2N4O25PS2V as an isolated structure in a non-equilibrium geometry (ωB97M-V/def2-TZVPD, the OMol25 dataset).

```
176
Properties=species:S:1:pos:R:3:mulliken_charge:R:1
C 3.137 -3.002 3.194 -0.684
C 1.509 -3.261 3.403 -0.510
C 0.649 -3.033 1.986 -0.118
O -0.171 -1.819 2.069 0.052
C -0.763 -1.472 0.732 -0.530
C -2.248 -2.105 0.645 -0.198
C -3.545 -1.139 0.764 1.266
C -3.276 0.471 0.369 -0.687
C -3.421 1.494 1.633 -0.768
P -2.310 1.254 3.131 0.885
O -2.427 2.612 4.000 -0.777
O -2.937 0.012 4.239 -0.380
C -4.161 0.596 4.884 -0.188
C -5.314 -0.561 5.205 -0.908
O -0.599 1.091 2.822 -0.292
C -0.157 2.188 1.950 0.104
C 1.148 3.010 2.505 -0.867
C -4.966 -1.676 0.250 -1.859
N -5.065 -2.803 -0.804 1.216
C -4.923 -2.337 -2.222 -0.829
C -4.201 -0.919 -2.528 0.591
C -4.173 -0.770 -4.195 -0.774
C -3.089 0.330 -4.735 -0.591
O -1.745 -0.101 -4.321 -0.347
C -1.079 1.133 -3.868 -0.413
C -6.462 -3.295 -0.510 -1.054
C -7.402 -4.084 -1.499 -0.017
C -8.299 -5.170 -0.580 -0.941
Cl -6.821 -5.023 -2.951 -0.113
C -3.952 -3.792 -0.386 -0.952
C -4.044 -5.285 -0.987 -0.334
C -5.122 -6.321 -0.253 0.139
O -5.561 -7.341 -1.033 -0.466
F -5.547 -6.260 1.160 -0.279
C -2.453 -3.176 -0.628 0.400
N -1.299 -4.152 -0.387 -0.472
C -0.688 -4.493 -1.570 0.264
S 0.260 -4.567 -3.006 -0.131
H 3.640 -3.836 2.508 0.134
H 3.724 -3.048 4.228 0.245
H 3.377 -1.963 2.706 0.186
H 1.052 -2.682 4.311 0.305
H 1.417 -4.421 3.673 0.273
H -0.092 -3.967 1.949 0.048
H 1.455 -3.042 1.139 0.169
H 0.025 -1.914 -0.051 0.366
H -0.644 -0.319 0.647 -0.742
H -2.319 -2.852 1.580 0.244
H -3.657 -1.002 1.954 0.062
H -4.184 0.786 -0.344 0.276
H -2.331 0.622 -0.304 0.221
H -4.549 1.483 1.981 0.319
H -3.216 2.588 1.201 0.436
H -3.856 1.107 5.900 0.395
H -4.712 1.371 4.162 0.190
H -5.038 -1.622 4.797 0.205
H -6.324 -0.245 4.652 0.255
H -5.595 -0.553 6.362 0.280
H 0.036 1.742 0.864 0.130
H -1.027 2.991 1.803 0.240
H 0.750 4.034 2.969 0.247
H 1.707 2.445 3.368 0.038
H 1.876 3.346 1.623 0.323
H -5.535 -2.072 1.226 0.470
H -5.659 -0.785 -0.141 0.501
H -4.285 -3.171 -2.791 0.216
H -5.934 -2.270 -2.848 0.458
H -3.120 -0.770 -2.119 -0.331
H -4.963 -0.065 -2.185 0.254
H -5.251 -0.346 -4.485 0.318
H -4.109 -1.825 -4.721 0.334
H -3.109 0.261 -5.927 0.297
H -3.361 1.438 -4.473 0.340
H -1.734 1.684 -3.045 0.251
H -0.071 0.793 -3.336 0.181
H -0.898 1.798 -4.822 0.244
H -7.137 -2.368 -0.154 0.386
H -6.360 -3.940 0.493 0.525
H -8.248 -3.346 -1.925 0.590
H -7.907 -6.267 -0.676 0.140
H -8.432 -4.787 0.521 0.306
H -9.397 -5.179 -1.050 0.370
H -4.081 -3.876 0.798 0.648
H -3.045 -5.934 -0.878 0.459
H -4.172 -5.254 -2.174 0.223
H -2.245 -2.705 -1.670 0.537
C 8.002 -2.601 3.402 -1.316
C 9.192 -2.372 2.842 0.369
C 9.672 -3.181 1.687 0.838
O 10.761 -2.935 1.182 -0.658
C 8.805 -4.264 1.197 -0.813
C 7.617 -4.495 1.759 0.861
C 7.126 -3.668 2.896 0.323
O 6.021 -3.893 3.380 -0.562
O 6.798 -5.512 1.305 -0.562
O 10.023 -1.373 3.314 -0.602
H 7.640 -2.019 4.240 0.587
H 9.173 -4.855 0.369 0.477
H 5.997 -5.475 1.871 0.385
H 10.821 -1.406 2.744 0.347
C -0.958 4.704 -2.884 0.705
O -0.951 5.864 -2.406 -0.789
O -0.763 4.735 -4.195 -0.548
O -1.112 3.586 -2.344 -0.683
H -0.700 5.711 -4.185 0.329
C 13.362 -7.417 -0.831 -0.352
C 12.500 -6.265 -0.320 -0.323
O 11.160 -6.750 -0.375 -0.238
S 11.166 -8.357 -0.098 1.091
O 10.855 -8.576 1.297 -0.547
O 10.456 -9.008 -1.174 -0.529
O 12.764 -8.602 -0.308 -0.293
H 13.335 -7.475 -1.923 0.303
H 14.400 -7.335 -0.497 0.305
H 12.609 -5.363 -0.926 0.325
H 12.732 -6.032 0.724 0.264
O 0.962 4.990 5.697 -0.433
C 0.670 4.099 6.655 -0.313
C 0.536 2.642 6.006 0.869
O 0.207 1.759 6.960 -0.442
H -0.263 4.262 7.225 0.286
H 1.402 3.990 7.475 0.292
H 1.484 2.471 5.470 0.028
H -0.170 2.754 5.164 -0.301
C 2.278 13.513 -3.822 -1.063
C 2.781 12.662 -2.667 -0.440
C 3.414 11.343 -3.101 -0.860
C 2.596 10.353 -3.945 -0.847
N 1.297 9.776 -3.335 0.657
C 0.860 8.555 -4.184 -0.640
C 1.599 7.388 -3.572 -0.673
C 1.573 7.676 -2.087 -0.390
C 1.485 9.189 -1.928 -0.620
C 0.152 10.779 -3.376 -1.483
H 1.600 12.968 -4.481 0.207
H 1.741 14.387 -3.441 0.273
H 3.118 13.873 -4.428 0.377
H 1.986 12.485 -1.940 0.300
H 3.537 13.244 -2.125 0.424
H 3.816 10.843 -2.214 0.297
H 4.305 11.594 -3.696 0.464
H 3.245 9.497 -4.158 0.361
H 2.321 10.794 -4.910 0.505
H -0.223 8.426 -4.065 0.462
H 1.098 8.739 -5.237 0.289
H 2.630 7.344 -3.937 0.370
H 1.123 6.434 -3.815 0.276
H 2.456 7.268 -1.586 0.388
H 0.696 7.207 -1.626 0.235
H 2.378 9.604 -1.461 0.173
H 0.616 9.462 -1.321 0.428
H 0.049 11.150 -4.401 0.392
H 0.348 11.587 -2.676 0.591
H -0.770 10.274 -3.066 0.457
O -2.707 15.243 -4.352 -0.919
V -1.797 14.368 -3.130 1.348
O -0.886 13.492 -1.909 -1.023
Al 7.203 -5.729 4.052 0.542
C -7.063 -10.342 -1.053 -0.123
C -8.299 -10.154 -1.547 0.344
C -9.153 -11.419 -1.541 0.409
O -10.339 -11.460 -1.881 -0.526
C -8.520 -12.692 -1.105 -0.328
C -7.280 -12.882 -0.623 0.331
C -6.462 -11.597 -0.528 0.446
O -5.327 -11.527 -0.048 -0.537
O -6.741 -13.970 -0.250 -0.516
O -8.810 -9.082 -1.994 -0.551
H -6.385 -9.497 -1.007 0.641
H -9.179 -13.547 -1.200 0.465
F -0.939 -1.953 3.901 -0.606
N 6.861 0.740 4.529 -0.475
H 6.750 1.343 5.353 0.406
H 6.123 0.025 4.526 0.367
H 6.790 1.308 3.677 0.381
H 7.780 0.283 4.560 0.336
```

Output
* net charge: +1
* electronic energy: -193636.0203 eV
* Kohn-Sham gap: 0.71 eV
* E_HOMO: -7.2 eV
* LUMO: -6.511 eV
* F_max: 0.1931 hartree/bohr

***

> What is the Kohn-Sham gap in the first record?

8.85 eV

***

> Which of these has the highest net charge?

C52H87AlClF2N4O25PS2V

***

> Which of these has the highest F_max?

C52H87AlClF2N4O25PS2V